Density functional theory data (wB97M-V/def2-TZVPD) for 10 unconnected molecules or ions with the total composition C22H66NO9S.

CARTESIAN COORDINATES (ANGSTROEM)
1 C 0.313 -2.730 -1.559
2 C 1.736 -2.469 -2.046
3 C 2.238 -3.634 -2.906
4 C 2.675 -2.296 -0.866
5 N 2.603 -0.948 -0.201
6 S 2.936 0.487 -1.185
7 H -0.352 -2.885 -2.407
8 H 0.283 -3.630 -0.941
9 H -0.097 -1.894 -0.988
10 H 1.740 -1.583 -2.686
11 H 3.290 -3.471 -3.138
12 H 2.157 -4.566 -2.344
13 H 1.661 -3.691 -3.825
14 H 2.393 -3.007 -0.085
15 H 3.720 -2.479 -1.108
16 H 3.317 -0.933 0.565
17 H 1.698 -0.841 0.260
18 H 1.727 0.456 -1.771
19 C 3.560 -1.764 4.487
20 C 3.515 -2.334 3.093
21 O 3.979 -1.385 2.104
22 H 2.951 -0.862 4.556
23 H 3.170 -2.491 5.198
24 H 4.581 -1.506 4.776
25 H 2.491 -2.576 2.806
26 H 4.111 -3.246 3.017
27 H 4.889 -1.144 2.315
28 C 4.974 -1.744 -4.643
29 C 5.688 -0.526 -5.197
30 O 4.862 0.634 -5.169
31 H 4.061 -1.938 -5.208
32 H 5.608 -2.630 -4.686
33 H 4.692 -1.570 -3.599
34 H 5.951 -0.679 -6.242
35 H 6.615 -0.340 -4.644
36 H 4.638 0.816 -4.251
37 C -0.970 2.964 -1.646
38 C -0.640 1.695 -2.397
39 O -0.396 0.581 -1.526
40 H -0.153 3.263 -0.986
41 H -1.157 3.760 -2.365
42 H -1.863 2.839 -1.031
43 H 0.258 1.841 -3.004
44 H -1.456 1.431 -3.070
45 H -1.218 0.445 -1.036
46 C -5.706 1.068 -2.941
47 C -4.239 1.437 -2.857
48 O -3.480 0.428 -2.182
49 H -6.119 0.911 -1.945
50 H -6.276 1.855 -3.436
51 H -5.838 0.147 -3.512
52 H -4.106 2.352 -2.280
53 H -3.824 1.600 -3.856
54 H -3.578 -0.393 -2.677
55 C -1.218 -0.780 5.169
56 C -0.364 -1.914 4.646
57 O 0.366 -2.557 5.690
58 H -0.607 -0.037 5.678
59 H -1.758 -0.289 4.355
60 H -1.947 -1.162 5.886
61 H 0.389 -1.545 3.944
62 H -0.979 -2.654 4.121
63 H -0.278 -2.910 6.315
64 C 1.280 2.247 8.622
65 C -0.193 1.902 8.732
66 O -0.569 0.838 7.861
67 H 1.530 2.520 7.596
68 H 1.534 3.081 9.277
69 H 1.900 1.393 8.906
70 H -0.810 2.750 8.439
71 H -0.446 1.647 9.767
72 H -0.055 0.060 8.103
73 C -0.196 -0.848 -4.954
74 C -1.555 -0.849 -5.634
75 O -2.263 0.364 -5.414
76 H -0.309 -0.678 -3.881
77 H 0.317 -1.799 -5.116
78 H 0.435 -0.052 -5.359
79 H -2.188 -1.638 -5.226
80 H -1.443 -1.035 -6.706
81 H -1.739 1.089 -5.776
82 C -0.739 6.552 -5.495
83 C -0.893 5.297 -4.661
84 O -0.329 4.145 -5.290
85 H -1.206 6.417 -6.471
86 H -1.201 7.408 -5.002
87 H 0.316 6.782 -5.656
88 H -1.946 5.061 -4.508
89 H -0.432 5.439 -3.677
90 H 0.607 4.318 -5.439
91 C -5.704 -0.519 5.891
92 C -4.824 -1.645 5.386
93 O -4.086 -2.259 6.443
94 H -5.098 0.235 6.396
95 H -6.243 -0.044 5.071
96 H -6.440 -0.893 6.606
97 H -4.082 -1.264 4.686
98 H -5.425 -2.400 4.868
99 H -4.725 -2.602 7.077

Total energy ... -2007.59224 a.u.
Spin multiplicity ... 1
HOMO-LUMO gap ... 8.97 eV
Net charge ... +1
HOMO energy ... -11.829 eV

Density functional theory data (wB97M-V/def2-TZVPD) for 11 unconnected molecules or ions with the total composition C22H66O11 in a non-equilibrium geometry.

CARTESIAN COORDINATES (ANGSTROEM)
1 C 2.690 -2.718 1.198
2 C 4.232 -2.625 1.510
3 O 4.563 -3.570 2.491
4 H 2.450 -2.072 0.354
5 H 2.066 -2.469 2.056
6 H 2.299 -3.669 0.837
7 H 4.494 -1.642 1.901
8 H 4.840 -2.778 0.618
9 H 5.108 -3.067 3.100
10 C 0.762 -2.964 -2.414
11 C 0.553 -3.880 -3.545
12 O 1.687 -4.255 -4.312
13 H 1.191 -3.488 -1.560
14 H -0.174 -2.552 -2.036
15 H 1.328 -2.060 -2.641
16 H -0.001 -3.329 -4.306
17 H 0.057 -4.751 -3.117
18 H 1.851 -3.558 -4.952
19 C -0.857 0.400 -1.071
20 C 0.280 0.070 -0.050
21 O 0.827 1.264 0.460
22 H -1.803 0.572 -0.556
23 H -1.029 -0.497 -1.666
24 H -0.554 1.161 -1.789
25 H 1.057 -0.552 -0.495
26 H -0.144 -0.556 0.735
27 H 1.775 1.130 0.393
28 C -4.573 -0.040 -3.540
29 C -3.699 -0.681 -4.705
30 O -2.445 -1.128 -4.051
31 H -5.593 0.227 -3.817
32 H -4.101 0.898 -3.248
33 H -4.684 -0.856 -2.826
34 H -3.498 0.094 -5.444
35 H -4.306 -1.462 -5.163
36 H -1.894 -1.278 -4.822
37 C -0.007 2.962 4.681
38 C 0.082 2.298 3.304
39 O 0.274 3.284 2.332
40 H 0.608 3.860 4.747
41 H 0.244 2.180 5.398
42 H -1.054 3.185 4.887
43 H -0.738 1.639 3.020
44 H 1.005 1.755 3.101
45 H 0.236 2.784 1.514
46 C -4.697 2.604 -0.193
47 C -5.152 2.901 1.262
48 O -6.047 1.981 1.798
49 H -4.266 1.615 -0.346
50 H -3.940 3.313 -0.527
51 H -5.518 2.652 -0.909
52 H -5.593 3.898 1.272
53 H -4.272 3.021 1.894
54 H -6.813 2.175 1.254
55 C 4.446 2.393 2.877
56 C 5.848 2.226 2.371
57 O 5.898 1.087 1.514
58 H 3.634 2.001 2.264
59 H 4.352 3.474 2.989
60 H 4.211 2.055 3.886
61 H 6.579 2.394 3.163
62 H 6.047 3.073 1.715
63 H 6.789 0.740 1.590
64 C -2.774 -2.549 0.843
65 C -4.249 -2.751 0.911
66 O -4.493 -3.764 1.873
67 H -2.494 -1.953 -0.026
68 H -2.134 -3.424 0.736
69 H -2.420 -2.034 1.737
70 H -4.727 -3.210 0.046
71 H -4.928 -1.923 1.115
72 H -4.664 -3.324 2.709
73 C -1.673 3.269 -4.754
74 C -0.818 2.101 -5.343
75 O -0.216 2.628 -6.564
76 H -2.727 3.250 -5.030
77 H -1.336 4.257 -5.066
78 H -1.748 3.155 -3.672
79 H -1.358 1.162 -5.465
80 H -0.032 1.880 -4.621
81 H -0.877 2.382 -7.216
82 C -0.397 -1.151 4.007
83 C -0.806 -2.080 5.180
84 O -0.055 -1.760 6.386
85 H -0.470 -1.678 3.056
86 H 0.667 -0.961 4.143
87 H -0.823 -0.149 3.948
88 H -0.827 -3.150 4.975
89 H -1.849 -1.969 5.477
90 H 0.840 -2.108 6.364
91 C 5.044 0.034 -1.590
92 C 3.943 1.005 -1.217
93 O 3.606 0.734 0.128
94 H 5.478 0.365 -2.533
95 H 4.804 -1.027 -1.527
96 H 5.857 0.078 -0.865
97 H 3.056 0.827 -1.825
98 H 4.274 2.039 -1.314
99 H 4.413 0.929 0.610

Total energy ... -1705.19867 a.u.
Spin multiplicity ... 2
HOMO-LUMO gap (alpha / beta) ... 1.31 / 9.06 eV
Relative energy (zero: lowest compared OMol25 entry of this formula, charge and spin) ... 283.4 kJ/mol
Net charge ... -1
HOMO energy (alpha / beta) ... 0.504 / -7.263 eV